A structure of composition C29H56Cl6O15 in a non-equilibrium geometry. Source: the OMol25 dataset; level of theory: the ωB97M-V functional and the def2-TZVPD basis.

```
106
Properties=species:S:1:pos:R:3
C 1.33137 -3.68700 3.77019
Cl -0.31346 -3.09665 3.84657
Cl 2.16025 -2.49217 2.80355
Cl 1.34026 -5.32486 3.22282
H 1.73269 -3.65449 4.78310
C 0.93893 -0.42431 -0.69394
Cl 0.39341 0.27571 0.81015
Cl -0.36163 -1.39299 -1.39509
Cl 2.33825 -1.38219 -0.51592
H 1.06196 0.42160 -1.37026
C -2.67336 -1.28554 1.81526
O -3.86104 -1.18934 0.95133
C -4.75639 -0.17541 1.30046
O -4.59677 0.75417 2.07758
O -5.78884 -0.38841 0.54206
C -6.91928 0.51124 0.53903
H -2.07247 -2.18923 1.71334
H -2.96835 -1.21228 2.86202
H -1.93910 -0.52155 1.55976
H -7.61973 0.06072 -0.16417
H -6.56759 1.42056 0.05163
H -7.19069 0.88990 1.52445
C -4.40885 0.22242 -5.50989
O -3.48951 1.22388 -5.09294
C -2.79620 1.17872 -3.93427
O -2.85546 0.31725 -3.03922
O -2.22938 2.44886 -3.84038
C -1.55762 2.70953 -2.52457
H -5.28259 0.68012 -5.97377
H -4.75166 -0.39839 -4.68213
H -4.00920 -0.48324 -6.23819
H -0.62884 2.15942 -2.37344
H -2.19599 2.37686 -1.70609
H -1.38501 3.78384 -2.58908
C 4.25256 1.84184 0.91180
O 3.60678 3.13701 0.79156
C 3.20157 3.73516 1.87431
O 3.46744 3.28374 3.05704
O 2.66598 4.91133 1.46501
C 1.75697 5.67718 2.24052
H 3.58627 0.98282 0.83283
H 4.81352 1.46995 1.76920
H 4.93713 1.77211 0.06646
H 0.77036 5.42706 1.85046
H 1.97247 6.74541 2.26381
H 1.75986 5.36699 3.28545
C -4.21872 -3.35835 -1.67344
C -3.28173 -4.32387 -2.40090
O -3.48816 -4.69931 -3.55294
C -2.06533 -4.83441 -1.60043
H -5.06432 -3.22265 -2.34772
H -3.74515 -2.38139 -1.57651
H -4.50020 -3.59892 -0.64826
H -1.27860 -5.36801 -2.13374
H -2.42410 -5.45180 -0.77688
H -1.48989 -4.01566 -1.16843
C 6.15752 -5.09577 1.59103
C 5.44211 -5.89978 2.65264
O 4.65826 -6.74243 2.33071
C 5.65431 -5.49778 4.09359
H 7.12564 -4.76406 1.96628
H 5.54540 -4.23614 1.31817
H 6.36185 -5.63503 0.66608
H 4.85277 -4.77771 4.25834
H 6.61895 -4.99042 4.08098
H 5.64173 -6.17184 4.95008
C 3.07501 2.81081 -2.86439
C 2.47208 1.89484 -3.96589
O 2.03228 0.76395 -3.78697
C 2.48880 2.33405 -5.33095
H 3.51672 2.20876 -2.07033
H 2.40254 3.47784 -2.32497
H 3.90393 3.43463 -3.19881
H 1.91099 1.60420 -5.89802
H 3.47592 2.58366 -5.72004
H 1.89255 3.24620 -5.35464
C -3.44623 4.50682 0.55207
C -4.77187 4.66069 1.34453
O -5.49293 5.67018 1.31957
C -5.28513 3.61562 2.19465
H -3.74992 4.61480 -0.48919
H -2.98577 3.52656 0.67520
H -2.75747 5.27804 0.89694
H -5.43695 2.72125 1.59037
H -6.27410 3.85876 2.58313
H -4.56831 3.34724 2.97070
C -1.25379 3.16579 2.80404
C -0.98955 2.68851 4.21987
O -1.79734 2.62244 5.09509
C 0.40774 2.05896 4.33948
H -2.28964 2.95744 2.53629
H -0.72234 2.56588 2.06527
H -1.08202 4.24209 2.79040
H 1.09918 2.45464 3.59553
H 0.24537 1.01505 4.07116
H 0.88867 2.30496 5.28620
C 3.56614 -4.41557 -1.76700
C 4.64097 -3.34452 -1.94032
O 5.73608 -3.35881 -1.36957
C 4.49620 -2.33545 -2.99339
H 2.58882 -3.96117 -1.60435
H 3.73127 -4.99716 -0.86003
H 3.52790 -5.08508 -2.62629
H 4.77143 -1.41668 -2.47549
H 3.51641 -2.13906 -3.42874
H 5.14470 -2.60297 -3.82765
```

Properties
ΔE to the lowest compared entry with this formula, charge and spin = 3.2 kcal/mol
HOMO = -9.40 eV
E_LUMO = 0.170 eV
energy = -5028.193632 Eh

Löwdin atomic charge list, values in e, 8 entries:
1 C -1.60
2 Cl 0.54
3 Cl 0.51
4 Cl 0.59
5 H 0.02
6 C -1.56
7 Cl 0.59
8 Cl 0.59